P) Entry from the Open Molecules 2025 dataset: 12 unconnected molecules or ions with the total composition C57H145N7O19 (ωB97M-V/def2-TZVPD).

Last column: Mulliken charge in e.
Geometry (Å):
C (-6.12142, -5.51872, -9.55611)  -0.72
O (-5.47577, -4.49701, -8.81767)  -0.30
C (-4.13812, -4.76326, -8.57180)  -0.58
C (-3.59082, -3.65368, -7.67408)  -0.35
N (-2.31440, -4.12000, -7.12107)  -0.15
C (-1.59126, -3.03640, -6.51907)  -0.31
C (-0.27848, -3.57655, -5.97535)  -0.86
O (0.48935, -2.60806, -5.32216)  0.01
C (1.60028, -3.25917, -4.74102)  -0.98
H (-7.09961, -5.07617, -9.77455)  0.24
H (-6.25167, -6.44682, -8.96990)  0.27
H (-5.55419, -5.65256, -10.46502)  0.33
H (-3.69197, -4.78527, -9.61162)  0.31
H (-3.92783, -5.70135, -8.03787)  0.36
H (-4.32986, -3.54854, -6.79732)  0.15
H (-3.59307, -2.71212, -8.24686)  0.23
H (-1.73473, -4.50328, -7.86545)  0.30
H (-2.20707, -2.75143, -5.65160)  -0.15
H (-1.27800, -2.26158, -7.18594)  0.55
H (0.26224, -3.92229, -6.88509)  0.42
H (-0.48606, -4.40302, -5.28860)  0.35
H (2.18960, -3.72380, -5.58219)  0.36
H (1.51236, -4.05561, -4.00507)  0.34
H (2.24995, -2.50141, -4.36638)  0.28
C (-0.02398, -5.32631, 0.04795)  -0.81
O (0.28185, -5.37572, 1.39215)  0.00
C (-0.69492, -6.06037, 2.15264)  -0.96
C (-0.27249, -6.26322, 3.61193)  -0.01
N (0.72506, -7.33389, 3.73491)  -0.36
C (1.12749, -7.47739, 5.11940)  -0.19
C (2.41584, -8.26562, 5.29326)  -0.91
O (3.56181, -7.62209, 4.72209)  -0.16
C (4.74300, -8.39105, 4.58043)  -0.81
H (-1.14376, -5.11833, 0.02125)  0.22
H (0.09815, -6.22972, -0.57494)  0.32
H (0.54245, -4.51443, -0.44588)  0.24
H (-0.77291, -7.13238, 1.77775)  0.31
H (-1.72173, -5.61780, 2.12828)  0.47
H (-1.14250, -6.54937, 4.22213)  0.47
H (0.23151, -5.29466, 3.95206)  -0.15
H (1.56140, -7.18428, 3.12608)  0.30
H (0.30548, -7.96498, 5.71149)  0.33
H (1.22224, -6.53209, 5.72799)  -0.01
H (2.34308, -9.24598, 4.83166)  0.49
H (2.64764, -8.50316, 6.35384)  0.39
H (5.31882, -8.18480, 5.52413)  0.30
H (5.28357, -7.96053, 3.74300)  0.19
H (4.57198, -9.45424, 4.49015)  0.35
C (2.20814, 3.39922, 7.54301)  -0.89
O (2.15516, 3.09187, 6.18520)  -0.15
C (3.04373, 2.07613, 5.74951)  -1.18
C (2.81277, 1.88539, 4.22331)  2.34
N (3.21718, 3.03021, 3.43968)  0.16
C (2.16732, 3.93094, 3.02131)  1.04
C (2.67896, 5.32786, 2.78739)  -1.32
O (2.02650, 6.02458, 1.73281)  -0.37
C (0.64632, 6.22288, 2.05032)  -0.42
H (1.78015, 4.42014, 7.62955)  0.24
H (3.24696, 3.42319, 7.88540)  0.35
H (1.73396, 2.63896, 8.17241)  0.25
H (2.86994, 1.19405, 6.31948)  0.72
H (4.08625, 2.45246, 6.02784)  0.45
H (1.72080, 1.68131, 4.13124)  -1.43
H (3.34699, 0.94395, 3.85881)  -1.69
H (3.99488, 3.49856, 3.89027)  0.43
H (1.38741, 4.04877, 3.78604)  0.33
H (1.69858, 3.54901, 2.09698)  -0.46
H (3.73099, 5.41624, 2.49294)  0.42
H (2.56739, 5.86114, 3.71384)  0.45
H (0.50538, 5.79141, 3.10119)  0.24
H (0.03063, 5.56578, 1.44745)  0.04
H (0.29548, 7.30066, 2.09347)  0.31
C (-4.93425, 3.56869, 1.64382)  -0.95
O (-4.17628, 3.90351, 0.42933)  -0.07
C (-4.82189, 4.61661, -0.53826)  -0.54
C (-3.91343, 5.23059, -1.53082)  0.06
N (-4.68516, 5.84307, -2.66031)  -0.40
C (-3.77439, 6.34461, -3.71413)  -1.31
C (-2.90179, 5.33065, -4.40956)  1.14
O (-3.70355, 4.25142, -4.75885)  -0.49
C (-2.97416, 3.19273, -5.36555)  -0.82
H (-4.56177, 2.65678, 2.09512)  0.28
H (-5.96095, 3.19823, 1.41685)  0.35
H (-5.04129, 4.53031, 2.24687)  0.31
H (-5.43944, 5.39939, -0.07325)  0.27
H (-5.59235, 4.08902, -1.13991)  0.03
H (-3.32147, 4.40961, -1.93142)  -0.11
H (-3.15995, 5.84608, -1.01189)  0.25
H (-5.14191, 5.00950, -3.07512)  0.40
H (-3.03198, 7.09492, -3.35736)  0.36
H (-4.34476, 6.81669, -4.48429)  0.43
H (-2.15347, 4.94296, -3.75195)  -0.79
H (-2.43407, 5.65272, -5.37421)  0.50
H (-3.61718, 2.35593, -5.58599)  0.46
H (-2.17600, 2.88477, -4.67282)  0.11
H (-2.64151, 3.46456, -6.38791)  0.41
C (4.26358, -3.40406, 0.03656)  -1.04
O (3.50141, -3.14922, 1.20013)  0.10
C (3.15972, -4.19600, 2.17955)  -0.22
C (4.20638, -4.19036, 3.24888)  -0.92
N (4.07034, -2.92909, 3.93549)  0.51
C (5.14686, -2.62250, 4.85161)  -1.19
C (5.23368, -1.14955, 5.00111)  -0.02
O (5.32822, -0.59493, 3.68252)  -0.37
C (6.05867, 0.61327, 3.77423)  -0.56
H (4.19555, -2.57179, -0.65600)  0.22
H (3.91185, -4.28058, -0.47059)  0.34
H (5.32472, -3.53379, 0.15714)  0.33
H (3.16373, -5.18029, 1.69220)  0.50
H (2.14946, -3.89824, 2.36287)  -0.23
H (5.22081, -4.22483, 2.87386)  0.48
H (3.97666, -5.09014, 3.86658)  0.31
H (4.16551, -2.16614, 3.19523)  0.12
H (6.12053, -3.03317, 4.54613)  0.47
H (4.85010, -2.99789, 5.86538)  0.28
H (6.01244, -0.86818, 5.60017)  0.93
H (4.28954, -0.71293, 5.38044)  -0.41
H (5.87558, 1.24590, 2.87170)  -0.05
H (7.17181, 0.39303, 3.75112)  0.31
H (5.82034, 1.26016, 4.61998)  0.34
C (-0.97227, 3.16173, -0.43993)  0.92
O (-0.45090, 4.11365, -1.38934)  -0.29
C (0.99597, 4.03497, -1.54186)  1.18
C (1.43507, 5.15889, -2.42331)  -1.41
N (1.03325, 4.82592, -3.79076)  0.62
C (1.77847, 5.59835, -4.79425)  -0.89
C (1.25562, 5.32277, -6.18221)  -0.65
O (-0.07183, 5.67195, -6.31281)  -0.23
C (-0.31423, 7.07693, -6.38574)  -0.81
H (-2.00837, 3.34102, -0.22667)  -0.14
H (-0.36007, 3.15621, 0.48667)  -0.18
H (-0.99364, 2.13788, -0.90344)  -0.24
H (1.35997, 3.03315, -1.85044)  -0.43
H (1.41112, 4.23011, -0.54670)  -0.28
H (2.53571, 5.14767, -2.45145)  0.51
H (1.05974, 6.14548, -2.00530)  0.23
H (0.05811, 4.86077, -3.95022)  -0.10
H (2.84872, 5.39190, -4.75872)  0.50
H (1.62811, 6.68709, -4.61137)  0.35
H (1.23647, 4.25781, -6.49156)  0.18
H (1.83258, 5.81250, -6.95857)  0.48
H (0.20678, 7.54242, -7.26999)  0.30
H (-0.13549, 7.61805, -5.45012)  0.31
H (-1.37643, 7.16040, -6.47379)  0.34
C (-3.89289, -4.53531, -3.85245)  -0.54
O (-3.60772, -3.98832, -2.56180)  -0.47
C (-2.42719, -3.24910, -2.53987)  0.22
C (-2.32752, -2.40318, -1.19797)  -0.65
N (-3.36041, -1.42448, -1.00244)  -0.07
C (-3.41099, -0.40971, -1.98648)  0.13
C (-4.36698, 0.65868, -1.55505)  0.00
O (-5.67456, 0.17786, -1.69696)  -0.45
C (-6.71742, 1.18971, -1.35907)  -0.51
H (-3.77338, -3.79306, -4.64090)  0.00
H (-4.92516, -4.94985, -3.93785)  0.35
H (-3.23407, -5.31773, -4.10871)  0.37
H (-2.28913, -2.51775, -3.38262)  -0.29
H (-1.61335, -3.97167, -2.53739)  0.61
H (-1.38415, -1.86879, -0.99515)  -0.13
H (-2.44788, -3.07673, -0.31368)  0.27
H (-4.25896, -1.92250, -1.06548)  0.36
H (-3.51636, -0.56908, -3.06491)  0.13
H (-2.43090, 0.12033, -1.92008)  -0.24
H (-4.10670, 1.53492, -2.17666)  0.13
H (-4.13778, 0.75464, -0.48496)  0.10
H (-6.62122, 2.02827, -2.14424)  0.19
H (-6.60989, 1.58139, -0.32239)  0.13
H (-7.58199, 0.60005, -1.65005)  0.33
C (0.31769, 0.73614, -3.70354)  -0.26
C (0.75291, 0.87944, -5.19845)  0.78
C (-0.37768, 0.79113, -6.26921)  -0.34
O (1.34218, 2.12954, -5.47191)  -0.59
H (-0.60764, 1.35299, -3.46407)  -0.27
H (1.06041, 1.13687, -2.98353)  0.07
H (0.01873, -0.31300, -3.40450)  0.24
H (1.52240, 0.10544, -5.38966)  0.12
H (0.22531, 0.84220, -7.23652)  0.34
H (-1.08015, 1.66292, -6.18325)  -0.20
H (-0.97214, -0.11663, -6.35259)  -0.21
H (1.04323, 2.77344, -4.78472)  0.12
C (-3.53391, 3.12658, 5.91081)  -1.67
C (-2.46372, 2.24616, 5.18100)  1.39
C (-1.24016, 1.84700, 6.11065)  -0.73
O (-3.12591, 1.08082, 4.69522)  -0.69
H (-3.96832, 2.60897, 6.65621)  0.51
H (-4.35593, 3.34327, 5.19895)  0.30
H (-3.09766, 4.02815, 6.33549)  0.36
H (-1.96332, 2.82830, 4.41937)  -0.05
H (-1.55619, 1.25565, 7.02556)  0.19
H (-0.91722, 2.79028, 6.58602)  0.37
H (-0.41831, 1.40247, 5.66854)  -0.16
H (-2.37755, 0.47763, 4.43510)  0.24
C (3.38496, 1.10268, 0.55016)  1.07
C (4.55137, 1.94342, 0.12639)  0.17
C (4.49695, 2.73475, -1.16885)  -1.08
O (4.90620, 2.97988, 1.09800)  -0.62
H (2.42120, 1.61466, 0.34740)  -0.47
H (3.46031, 0.83147, 1.60513)  -0.85
H (3.30996, 0.13936, 0.03755)  0.49
H (5.48720, 1.29517, 0.22237)  0.11
H (5.49037, 3.17005, -1.23217)  0.48
H (3.68177, 3.43368, -0.95570)  -0.12
H (4.22657, 2.18752, -2.07012)  0.34
H (4.40242, 2.81600, 1.91183)  0.32
C (0.64912, -1.06006, 1.73068)  -1.00
C (-0.03035, 0.20273, 2.30440)  2.88
C (-1.43824, 0.41313, 1.78833)  -0.70
O (-0.17552, 0.18486, 3.74860)  0.22
H (1.68402, -1.22852, 2.13092)  -0.18
H (0.60504, -0.95077, 0.60358)  0.31
H (0.05737, -1.97691, 2.00003)  0.34
H (0.61811, 1.03821, 2.01383)  -1.25
H (-1.82002, 1.26116, 2.44749)  0.09
H (-2.02509, -0.47605, 1.86000)  0.43
H (-1.46794, 0.67841, 0.71985)  -0.61
H (0.50160, -0.42181, 4.11749)  -0.49
C (1.61887, -3.33217, 6.60071)  -0.91
C (0.79124, -2.33023, 5.74122)  1.18
C (-0.12219, -1.56132, 6.60339)  -1.19
O (1.73153, -1.41166, 5.10367)  0.07
H (0.99011, -3.90413, 7.34739)  0.48
H (2.47921, -2.81429, 7.01416)  0.11
H (2.04817, -4.09758, 5.92381)  -0.08
H (0.19244, -2.91096, 4.95142)  -0.11
H (0.45509, -1.06098, 7.36299)  0.34
H (-0.79165, -2.31012, 7.08145)  0.47
H (-0.75549, -0.83850, 6.03515)  -0.07
H (2.36748, -1.93932, 4.56946)  -0.35

Results
LUMO level in eV: 0.497
SMILES: COCCNCCOC.COCCNCCOC.COCCNCCOC.COCCNCCOC.COCCNCCOC.COCCNCCOC.COCCNCCOC.CC(C)O.CC(C)O.CC(C)O.CC(C)O.CC(C)O
Multiplicity: 1
Charge: 0
Kohn-Sham gap in eV: 9.25

Q) Entry from the Open Molecules 2025 dataset: 12 unconnected molecules or ions with the total composition C57H145N7O19 (ωB97M-V/def2-TZVPD).

Last column: Mulliken charge in e.
Geometry (Å):
C (-2.85372, -1.36626, 3.27728)  -0.31
O (-2.34499, -2.61244, 2.88950)  -0.36
C (-2.89163, -3.31804, 1.77660)  1.36
C (-2.43845, -4.74000, 2.01272)  -1.15
N (-0.95702, -4.77495, 1.94574)  0.31
C (-0.18952, -4.80462, 3.17252)  1.43
C (-0.55170, -5.85769, 4.15424)  -0.97
O (-0.47076, -7.15362, 3.48908)  -0.46
C (0.80204, -7.76926, 3.48907)  -0.35
H (-3.88388, -1.38378, 3.61511)  0.35
H (-2.69306, -0.59421, 2.46419)  -0.05
H (-2.15501, -1.05136, 4.02660)  0.01
H (-2.49039, -2.84521, 0.86168)  -1.00
H (-4.01063, -3.19562, 1.81058)  0.21
H (-2.76074, -5.36341, 1.12164)  0.38
H (-2.93313, -4.93472, 2.94839)  0.21
H (-0.78686, -5.68837, 1.52301)  0.22
H (-0.28822, -3.89207, 3.75203)  -0.28
H (0.83737, -4.92619, 2.87703)  -0.95
H (-1.57727, -5.82870, 4.53626)  0.33
H (0.15440, -5.67927, 4.98766)  0.46
H (1.12162, -8.25354, 2.56019)  0.02
H (0.75521, -8.68073, 4.12454)  0.35
H (1.63258, -7.09626, 3.85421)  0.19
C (-2.18652, 2.79904, -9.17017)  -0.92
O (-2.04648, 2.59993, -7.75775)  -0.16
C (-2.25755, 3.78329, -7.01230)  -1.06
C (-1.53069, 3.75454, -5.69563)  0.92
N (-0.04266, 3.87464, -5.84826)  -0.29
C (0.66615, 3.89149, -4.56619)  -0.62
C (1.10323, 2.49124, -4.01832)  1.77
O (2.10221, 2.05570, -4.91925)  -0.58
C (2.46784, 0.64098, -4.86583)  -0.56
H (-3.14196, 3.26126, -9.41256)  0.36
H (-2.12314, 1.75301, -9.63201)  0.22
H (-1.33656, 3.38062, -9.61183)  0.31
H (-3.32574, 3.97486, -6.83049)  0.36
H (-1.95513, 4.67179, -7.55923)  0.55
H (-1.85203, 2.82892, -5.18715)  -0.81
H (-1.85850, 4.60218, -5.08209)  0.29
H (0.30401, 3.12151, -6.43373)  0.38
H (0.11928, 4.47212, -3.83074)  -0.38
H (1.63302, 4.41938, -4.80204)  0.29
H (0.16974, 1.84933, -4.11517)  -0.38
H (1.37977, 2.52738, -2.96693)  -0.27
H (2.69790, 0.38045, -3.80008)  0.13
H (3.35159, 0.40536, -5.50334)  0.35
H (1.71398, -0.08238, -5.23276)  0.17
C (-8.53724, 1.29278, -1.95094)  -1.05
O (-7.47721, 1.12138, -0.97682)  0.01
C (-7.96537, 1.52894, 0.28605)  -1.27
C (-6.90258, 1.37748, 1.34228)  0.04
N (-6.75602, 0.00210, 1.73149)  -0.31
C (-6.36858, -0.94987, 0.74033)  -1.74
C (-5.01319, -0.67444, 0.16530)  2.77
O (-4.59264, -1.83835, -0.54277)  -0.54
C (-3.44845, -1.62925, -1.31957)  0.78
H (-8.07020, 1.23414, -2.89226)  0.27
H (-8.99843, 2.25433, -1.76681)  0.41
H (-9.34718, 0.55494, -1.82266)  0.27
H (-8.87310, 0.95630, 0.58791)  0.38
H (-8.28463, 2.58006, 0.23038)  0.57
H (-7.21827, 1.94938, 2.16908)  0.71
H (-6.03009, 1.91607, 0.87463)  -0.23
H (-6.20696, -0.12412, 2.54381)  0.30
H (-7.08630, -1.03146, -0.08894)  0.22
H (-6.48813, -1.92466, 1.28772)  0.34
H (-4.22922, -0.41491, 0.83302)  -0.54
H (-5.16109, 0.16370, -0.52686)  -0.81
H (-3.22583, -2.63813, -1.70327)  0.16
H (-2.62621, -1.19904, -0.79947)  -1.02
H (-3.70780, -1.00773, -2.15031)  0.55
C (-0.27658, -2.74385, -3.82133)  -0.07
O (0.44767, -3.44918, -2.84583)  -0.55
C (0.23526, -2.96603, -1.52087)  1.04
C (1.45139, -3.33001, -0.64565)  -0.88
N (2.64513, -2.49582, -0.92025)  0.90
C (3.56536, -2.84163, -1.98713)  -0.77
C (4.96144, -3.08843, -1.54235)  -0.29
O (5.07415, -4.27599, -0.79323)  -0.29
C (6.25633, -4.22443, -0.04346)  -0.83
H (0.02341, -1.62059, -3.69003)  -0.23
H (-1.34459, -2.77769, -3.64294)  0.19
H (-0.08020, -3.09860, -4.84412)  0.33
H (-0.67465, -3.44707, -1.13565)  0.32
H (0.16217, -1.87191, -1.51999)  -0.66
H (1.74595, -4.39159, -0.74935)  0.16
H (1.11047, -3.13399, 0.33443)  0.54
H (3.08903, -2.48949, 0.00194)  -0.85
H (3.50886, -2.21066, -2.89668)  0.25
H (3.37571, -3.83677, -2.39255)  0.29
H (5.34099, -2.24432, -0.92816)  -0.03
H (5.65158, -3.18652, -2.46982)  0.41
H (6.43855, -3.28773, 0.48624)  0.23
H (7.08451, -4.51133, -0.77084)  0.32
H (6.12679, -5.04238, 0.64379)  0.26
C (2.98929, 2.90444, 2.03743)  -0.62
O (2.02304, 3.74937, 1.26397)  -0.20
C (0.78871, 3.86316, 1.93654)  0.73
C (-0.18077, 4.70618, 1.17282)  -1.60
N (-0.71085, 4.19839, -0.06201)  0.75
C (-1.54684, 5.20978, -0.79181)  -0.14
C (-0.78120, 6.47378, -1.35366)  -1.26
O (0.42752, 5.95711, -1.87556)  0.25
C (1.07834, 6.95671, -2.70258)  -1.06
H (3.84104, 2.94214, 1.33648)  0.18
H (2.73324, 1.88147, 2.21150)  0.06
H (3.23245, 3.39520, 2.99362)  0.43
H (0.85085, 4.29018, 2.93504)  0.72
H (0.28542, 2.84308, 1.99505)  -0.74
H (0.30286, 5.69912, 1.15772)  0.25
H (-1.00872, 4.91008, 1.83225)  0.60
H (0.05815, 4.00877, -0.67519)  -0.51
H (-2.38732, 5.54859, -0.14028)  0.52
H (-1.91717, 4.61909, -1.60974)  -0.63
H (-0.62265, 7.19565, -0.54148)  0.37
H (-1.36240, 6.97516, -2.15563)  0.51
H (1.94637, 6.49600, -3.21186)  0.17
H (1.46014, 7.74967, -2.09492)  0.34
H (0.41126, 7.29307, -3.50916)  0.42
C (0.48350, -0.08265, 4.46233)  -0.62
O (1.86748, -0.35319, 4.60580)  0.14
C (2.22192, -0.75933, 5.92204)  -0.72
C (3.64200, -1.31994, 6.01976)  -0.62
N (4.03341, -1.27479, 7.44974)  -0.34
C (5.43516, -1.71801, 7.60390)  -0.62
C (6.47215, -0.61852, 7.74602)  -0.30
O (7.82697, -1.05051, 8.05486)  -0.36
C (8.50208, -1.50488, 6.89642)  -0.65
H (0.11911, 0.76360, 5.04440)  0.54
H (-0.12748, -0.97710, 4.72357)  0.39
H (0.37979, -0.00748, 3.38795)  -0.33
H (1.54613, -1.57000, 6.25889)  0.33
H (2.15973, 0.09385, 6.64550)  0.28
H (4.26924, -0.70777, 5.48201)  0.27
H (3.72515, -2.35567, 5.71162)  0.50
H (3.50877, -1.74684, 8.12557)  0.28
H (5.69164, -2.37710, 6.82343)  0.23
H (5.49466, -2.26623, 8.55191)  0.36
H (6.17920, 0.01486, 8.60206)  0.27
H (6.56549, 0.04854, 6.80971)  0.21
H (8.84854, -0.62292, 6.34831)  0.28
H (7.94631, -2.18579, 6.24137)  0.23
H (9.37856, -2.09369, 7.13744)  0.29
C (3.15307, -8.76884, 0.65792)  -0.72
O (3.50487, -7.78468, 1.67632)  -0.46
C (3.09726, -6.51886, 1.31528)  0.11
C (3.59951, -5.51383, 2.31939)  -1.34
N (3.51820, -4.07918, 1.84827)  1.58
C (4.13219, -3.16718, 2.85857)  -1.24
C (4.02361, -1.71954, 2.38114)  0.69
O (4.98688, -1.45648, 1.36018)  -0.36
C (4.81524, -0.15785, 0.78565)  -0.87
H (3.43218, -9.75169, 1.04663)  0.29
H (3.69915, -8.61196, -0.31666)  0.25
H (2.03905, -8.70929, 0.38801)  0.27
H (1.97386, -6.54906, 1.33279)  -0.11
H (3.37847, -6.18454, 0.28825)  0.53
H (4.67125, -5.76096, 2.55170)  0.52
H (3.03052, -5.58147, 3.23916)  0.33
H (4.09005, -4.01639, 0.96804)  -0.91
H (5.11018, -3.51028, 3.10772)  0.41
H (3.49446, -3.21232, 3.75057)  0.21
H (4.16648, -0.98996, 3.22422)  0.06
H (2.97929, -1.53899, 2.00930)  -0.19
H (3.85352, -0.08038, 0.29327)  0.36
H (5.62580, 0.04724, 0.12606)  0.33
H (4.79090, 0.44135, 1.71583)  0.43
C (-1.88469, 0.04694, -5.13833)  1.84
C (-3.08338, -0.67746, -5.74739)  0.63
C (-3.68340, 0.03362, -6.90518)  -1.29
O (-2.73773, -2.02184, -6.10861)  -0.57
H (-1.67210, -0.43176, -4.21227)  -1.26
H (-2.06683, 1.12236, -4.96079)  -1.41
H (-1.05276, -0.06821, -5.80849)  0.78
H (-3.88146, -0.85043, -4.98422)  -0.03
H (-3.85494, 1.11424, -6.70728)  0.12
H (-4.66335, -0.34217, -7.21062)  0.43
H (-2.95468, -0.06310, -7.75671)  0.31
H (-2.59038, -2.10866, -7.08159)  0.35
C (-4.48488, 2.28962, -3.10891)  -0.50
C (-4.36456, 3.45700, -2.12481)  1.90
C (-5.57685, 4.35719, -2.02866)  -1.57
O (-4.11371, 2.91776, -0.84436)  0.25
H (-3.57750, 1.65400, -3.21215)  -0.55
H (-4.90200, 2.62050, -4.06961)  0.62
H (-5.17167, 1.54654, -2.72723)  -0.16
H (-3.44174, 4.03086, -2.42677)  -0.36
H (-6.42286, 3.64303, -2.00318)  0.10
H (-5.72797, 4.92069, -2.96668)  0.39
H (-5.36492, 5.08456, -1.15528)  0.32
H (-3.15846, 2.75927, -0.73901)  -0.74
C (3.89277, 5.04163, -1.32326)  -1.31
C (4.39731, 3.97832, -2.25682)  0.69
C (4.25655, 2.50819, -1.82602)  -0.96
O (3.69544, 4.11889, -3.48952)  -0.52
H (4.19540, 6.04854, -1.63655)  0.41
H (4.10312, 4.91626, -0.30732)  0.42
H (2.79697, 5.07390, -1.30647)  0.03
H (5.46063, 4.24573, -2.41061)  0.14
H (3.26288, 2.38322, -1.43635)  -0.19
H (5.04619, 2.22464, -1.16234)  0.62
H (4.31379, 1.86550, -2.71627)  0.40
H (3.75611, 3.31493, -4.06121)  0.26
C (-3.05660, 2.45576, 5.28600)  -1.52
C (-3.26300, 2.50451, 3.76186)  1.15
C (-3.78001, 3.84904, 3.22109)  -1.20
O (-2.01301, 2.22721, 3.16958)  0.15
H (-3.95016, 2.65108, 5.86342)  0.40
H (-2.26416, 3.14249, 5.64054)  0.29
H (-2.72588, 1.41891, 5.51666)  0.24
H (-3.96295, 1.76886, 3.49100)  -0.08
H (-4.84184, 3.83613, 3.29167)  0.44
H (-3.49439, 3.92549, 2.15578)  0.02
H (-3.46831, 4.76311, 3.74348)  0.32
H (-2.04626, 1.85482, 2.25841)  -0.19
C (-0.99589, 0.68658, -1.47929)  0.04
C (-0.82404, 0.62937, 0.05013)  2.39
C (0.61726, 0.74938, 0.56336)  -0.28
O (-1.67691, 1.60485, 0.58684)  2.21
H (-0.33601, -0.01253, -1.91992)  0.24
H (-0.69721, 1.60478, -1.91602)  0.01
H (-1.99880, 0.42155, -1.83571)  -0.99
H (-1.21100, -0.33349, 0.31026)  -0.15
H (0.59340, 1.14853, 1.57222)  -1.07
H (1.18034, 1.49974, -0.06395)  -0.78
H (1.18656, -0.22811, 0.59062)  0.09
H (-1.34384, 2.47817, 0.39847)  -1.17

Results
LUMO level in eV: 0.576
SMILES: COCCNCCOC.COCCNCCOC.COCCNCCOC.COCCNCCOC.COCCNCCOC.COCCNCCOC.COCCNCCOC.CC(C)O.CC(C)O.CC(C)O.CC(C)O.CC(C)O
Multiplicity: 1
Charge: 0
Kohn-Sham gap in eV: 8.95

Most stable: Q) (next structure +0.766 eV)